No. 1
Entry from the OMol25 dataset: a 3-piece molecular cluster, C23H45F4NO12P2S overall in a non-equilibrium geometry (ωB97M-V/def2-TZVPD).

Structure (XYZ):
```
88
Properties=species:S:1:pos:R:3:forces:R:3
N -5.413 -1.534 -5.390 0.071 -0.283 0.039
C -6.248 -2.492 -4.631 0.567 -0.124 -0.393
C -5.487 -3.152 -3.460 -0.408 0.250 0.122
C -6.388 -3.455 -2.248 0.591 -0.467 -0.949
C -5.828 -4.481 -1.205 -1.447 1.388 -0.001
O -5.824 -3.752 0.059 0.300 0.874 -0.141
C -4.585 -3.172 0.127 0.312 -1.177 0.536
O -4.315 -2.037 0.383 -0.477 -0.632 0.040
C -3.628 -4.343 -0.192 0.944 0.325 -0.370
C -2.204 -3.823 -0.422 0.223 0.319 0.057
C -2.002 -3.001 -1.708 -0.672 -1.311 0.063
C -1.502 -3.829 -2.873 -1.672 0.482 -0.666
F -1.111 -5.115 -2.671 1.970 0.660 0.549
C -1.462 -3.284 -4.142 0.166 -1.063 1.371
F -0.384 -2.822 -4.743 -0.113 -1.244 -1.242
F -2.586 -3.187 -4.846 0.223 2.049 -0.053
C -4.385 -4.999 -1.370 0.727 -0.475 -0.132
S -4.345 -6.817 -1.400 -0.996 -0.546 1.209
O -3.680 -7.336 -0.259 1.084 0.258 -0.118
O -5.645 -7.342 -1.627 -0.327 0.279 -0.868
F -3.504 -7.135 -2.696 -0.020 0.429 0.448
H -4.533 -1.381 -4.912 -0.110 0.161 0.110
H -5.140 -1.966 -6.264 -0.067 0.144 -0.075
H -6.504 -3.278 -5.350 -0.424 0.036 0.307
H -7.172 -2.004 -4.306 0.162 -0.040 0.121
H -5.016 -4.063 -3.840 0.079 0.122 0.077
H -4.700 -2.458 -3.139 0.020 -0.185 -0.071
H -7.337 -3.841 -2.633 0.044 0.010 0.160
H -6.597 -2.513 -1.737 -0.063 -0.190 0.094
H -6.642 -5.189 -1.074 0.723 -0.655 0.006
H -3.563 -5.057 0.635 -0.470 0.317 0.139
H -1.456 -4.616 -0.341 -0.205 -0.035 -0.153
H -1.989 -3.149 0.415 -0.131 -0.107 -0.055
H -1.251 -2.218 -1.569 -0.154 -0.043 0.256
H -2.959 -2.511 -1.935 0.270 0.196 -0.229
H -3.833 -4.757 -2.283 -0.638 0.311 -0.152
C 5.602 -2.806 1.092 -0.015 0.024 -0.148
C 4.247 -2.438 1.667 0.091 -0.252 0.184
O 3.692 -1.273 1.054 0.273 -0.562 -0.775
P 3.230 -1.365 -0.518 -2.040 5.526 3.670
O 2.001 -2.213 -0.468 2.110 -2.044 -1.988
O 2.518 0.100 -0.714 0.521 -0.343 -0.446
C 1.138 0.241 -1.034 -0.465 0.168 0.212
C 0.311 0.420 0.224 0.031 0.045 0.177
O 4.656 -0.805 -1.096 -0.730 -2.540 -0.612
C 4.892 0.519 -1.594 0.165 0.488 -0.593
C 5.067 1.518 -0.474 0.060 -0.097 0.411
H 5.517 -3.113 0.046 0.020 -0.033 0.041
H 6.043 -3.633 1.650 -0.045 -0.001 0.015
H 6.281 -1.955 1.126 -0.001 0.001 0.047
H 3.546 -3.273 1.569 -0.025 0.041 -0.004
H 4.347 -2.214 2.729 -0.101 0.139 -0.039
H 0.785 -0.597 -1.635 0.090 -0.120 0.112
H 1.042 1.134 -1.656 0.208 0.013 0.016
H 0.504 -0.373 0.948 -0.012 -0.131 -0.146
H -0.756 0.425 -0.009 0.012 0.026 -0.017
H 0.564 1.361 0.716 -0.034 0.026 -0.045
H 4.120 0.820 -2.298 -0.170 -0.070 0.164
H 5.820 0.466 -2.168 -0.004 -0.283 0.082
H 4.220 1.537 0.209 -0.126 -0.017 -0.166
H 5.201 2.520 -0.886 0.038 -0.045 -0.079
H 5.945 1.266 0.125 0.067 0.039 -0.088
C 4.754 4.868 1.286 -0.124 0.074 -0.069
C 4.264 4.145 2.527 0.224 -0.231 -0.115
O 3.313 4.914 3.266 -0.349 0.070 -0.916
P 1.844 5.186 2.585 0.755 1.467 6.700
O 1.180 3.852 2.650 0.150 0.470 -3.532
O 1.061 5.920 3.824 0.050 0.235 -0.642
C -0.101 5.365 4.438 -0.151 -0.167 0.341
C 0.273 4.540 5.652 0.178 -0.035 0.117
O 2.276 6.627 1.938 -0.622 -2.033 -1.670
C 1.911 7.918 2.446 -0.367 0.701 -0.075
C 2.761 8.323 3.629 0.307 -0.239 0.084
H 3.944 4.999 0.562 0.055 -0.030 -0.021
H 5.550 4.301 0.802 -0.011 -0.030 0.039
H 5.129 5.861 1.534 0.026 -0.020 0.041
H 3.824 3.179 2.261 -0.013 0.012 0.038
H 5.102 3.954 3.196 -0.107 0.059 0.121
H -0.688 4.790 3.725 0.170 -0.104 -0.059
H -0.725 6.206 4.751 0.138 0.108 -0.071
H 1.025 3.789 5.410 -0.106 -0.044 -0.161
H -0.603 4.035 6.062 -0.011 0.035 -0.004
H 0.702 5.178 6.426 -0.063 0.025 0.006
H 0.847 7.969 2.663 0.023 -0.207 0.131
H 2.088 8.623 1.630 0.074 -0.238 -0.146
H 2.722 7.598 4.438 -0.182 -0.018 -0.029
H 2.427 9.289 4.013 -0.017 0.018 -0.084
H 3.808 8.408 3.331 -0.028 0.092 -0.044
```
Forces are in eV/Å.

Summary:
Energy ... -90920.7534 eV
Highest occupied orbital energy ... -8.114 eV

No. 2
Entry from the OMol25 dataset: C4H12NOP as an isolated structure in a non-equilibrium geometry (ωB97M-V/def2-TZVPD).

Structure (XYZ):
```
19
Properties=species:S:1:pos:R:3:forces:R:3
C -0.977 1.546 -1.483 0.352 -0.265 -1.218
C 1.437 -0.038 1.873 -0.209 2.710 -1.738
C 0.901 -2.160 -0.109 2.084 3.824 -0.998
C -1.722 1.107 -0.300 -4.443 -0.031 -0.127
N -1.263 -0.066 0.280 5.164 -2.608 1.802
O 1.858 0.474 -0.746 1.033 1.076 -1.308
P 1.021 -0.265 0.170 -4.779 -2.679 0.411
H -0.576 0.606 -1.911 0.434 0.832 0.038
H -1.590 1.947 -2.292 0.070 0.607 0.318
H -0.240 2.225 -1.071 0.677 0.125 -0.990
H 1.489 1.079 1.954 0.686 -0.974 0.150
H 0.650 -0.305 2.470 -1.834 -1.149 1.600
H 2.314 -0.591 1.984 1.694 -0.465 0.834
H 0.223 -2.423 0.583 -2.100 -1.485 2.773
H 0.545 -2.424 -1.061 -0.285 -0.091 -1.420
H 1.907 -2.475 0.038 0.617 -0.748 0.276
H -1.841 1.884 0.493 0.180 -0.377 -0.612
H -2.807 0.824 -0.623 1.264 0.764 0.530
H -1.329 -0.945 -0.249 -0.606 0.935 -0.321
```
Forces are in eV/Å.

Summary:
Energy above the lowest of the compared OMol25 structures with the same formula, charge and spin ... 3.586 eV
Energy ... -17167.3601 eV
Highest occupied orbital energy ... -8.635 eV

- energy of number 2 (C4H12NOP)?
  -17167.3601 eV